w | The following is a DFT calculation (ωB97M-V with the def2-TZVPD basis set) of a cluster of 3 separate species, C10H11NO in total.

The geometry in XYZ format:
```
23
Properties=species:S:1:pos:R:3:nbo_charge:R:1
C -1.2203 0.7239 -1.6411 -0.182
C -0.4312 -0.8083 -1.4736 -0.415
C 0.3482 -0.9265 -0.0711 0.027
C 0.6646 -2.1683 0.6176 -0.213
C 1.2080 -2.0489 1.9502 -0.250
C 1.3587 -0.8893 2.6423 -0.199
C 1.1742 0.3559 1.9078 -0.209
C 0.6506 0.3008 0.7013 -0.063
C 0.5485 1.6614 0.1181 -0.531
C 0.0038 1.6069 -1.3132 0.587
H -3.7485 0.3192 -1.5446 0.362
H -2.5694 2.0059 -0.8720 0.338
H -1.1848 0.9392 -2.8685 0.239
H 0.3048 -0.8835 -2.2257 0.217
H -1.1882 -1.4207 -1.5026 0.208
H 0.7787 -3.0663 0.0056 0.217
H 1.4849 -3.1580 2.1026 0.232
H 1.3288 -0.9997 3.9117 0.231
H 1.7145 1.2778 2.1113 0.221
H -0.4834 1.9980 0.7088 0.267
H 1.3754 2.2916 -0.0780 0.260
N -2.4139 0.6299 -0.8217 -0.780
O 0.2958 2.2591 -2.3651 -0.565
```

Computed properties:
lowest unoccupied orbital energy	-0.19	eV
orbital gap	8.8	eV
total charge	0

=====

x | The following is a DFT calculation (ωB97M-V with the def2-TZVPD basis set) of an isolated molecule of C10H11NO.

The geometry in XYZ format:
```
23
Properties=species:S:1:pos:R:3:nbo_charge:R:1
C 1.2751 -2.4493 -0.0387 -0.247
C 0.5002 -1.9183 1.0439 -0.245
C 1.7369 -1.6535 -0.9932 -0.149
C -0.2153 -0.7797 0.9665 -0.188
C 1.4820 -0.1390 -0.7932 -0.295
C 0.0301 0.0764 -0.1954 -0.191
C 2.6681 0.4242 0.0794 -0.042
C -1.0314 0.5260 -0.8232 0.238
C -2.7892 1.6170 0.4696 -0.613
C -2.4280 0.9688 -0.8740 -0.530
N 2.6070 1.6108 0.5380 0.067
O 1.8104 2.5624 0.2895 -0.272
H 1.5436 -3.4327 -0.2314 0.220
H 0.3470 -2.6058 1.9929 0.217
H 2.2956 -1.8622 -1.8683 0.210
H -0.9666 -0.3277 1.6219 0.223
H 1.6455 0.3098 -1.6829 0.228
H 3.5300 0.0015 0.5464 0.220
H -3.8700 1.8203 0.3669 0.216
H -2.0768 2.4337 0.7557 0.228
H -2.7899 1.0266 1.3771 0.207
H -2.4419 1.7771 -1.5861 0.248
H -2.8623 0.0136 -0.9614 0.249
```

Computed properties:
lowest unoccupied orbital energy (alpha / beta)	-0.01 / -0.56	eV
orbital gap (alpha / beta)	8.2 / 7.1	eV
total charge	0

=====

Pick x: it beats the second-best structure by 0.0199 hartree.

=====

w | The following is a DFT calculation (ωB97M-V with the def2-TZVPD basis set) of a cluster of 2 separate species, CH4BrNO in total.

The geometry in XYZ format:
```
8
Properties=species:S:1:pos:R:3:nbo_charge:R:1
C 0.2471 -0.7164 -0.1857 -0.248
N -1.8249 0.1807 0.4427 -0.337
O -1.0776 -0.3379 -0.6439 -0.393
Br -3.5782 0.0747 0.3393 0.268
H 0.3893 -1.5809 -0.7022 0.196
H 0.1046 -0.7154 0.8681 0.197
H 1.0508 0.0349 -0.4827 0.188
H -1.3513 -0.8055 1.8239 0.128
```

Computed properties:
lowest unoccupied orbital energy (alpha / beta)	-0.51 / -0.46	eV
orbital gap (alpha / beta)	8.2 / 8.4	eV
total charge	0

=====

x | The following is a DFT calculation (ωB97M-V with the def2-TZVPD basis set) of a structure of composition CH4BrNO.

The geometry in XYZ format:
```
8
Properties=species:S:1:pos:R:3:nbo_charge:R:1
C 0.9327 1.5563 -0.2035 0.023
N 0.0600 -0.3227 -1.3315 -0.229
O 0.2693 0.9698 -1.0914 -0.217
Br -0.8614 -0.3664 -3.0796 0.058
H 0.8597 2.5766 -0.4739 0.182
H 0.5569 -1.1819 1.0247 -0.006
H 1.5324 1.1141 0.4996 0.177
H -0.1995 -0.9463 1.0139 0.011
```

Computed properties:
lowest unoccupied orbital energy (alpha / beta)	-0.27 / -0.42	eV
orbital gap (alpha / beta)	8.6 / 8.1	eV
total charge	0

=====

Pick x: it beats the second-best structure by 0.0075 hartree.

=====

w | The following is a DFT calculation (ωB97M-V with the def2-TZVPD basis set) of the ion C5H11N2OS with charge +1.

The geometry in XYZ format:
```
20
Properties=species:S:1:pos:R:3:nbo_charge:R:1
C -0.3359 -0.9777 0.1590 0.440
C 0.9728 -0.2700 -0.0955 -0.421
C -2.7659 -0.4580 0.2772 0.335
C 2.4525 1.7479 -0.2324 -0.600
C 1.0400 1.1800 -0.0163 -0.439
N -1.4731 -0.2123 0.1224 -0.527
N -0.3153 -2.2588 0.0752 -0.747
O -3.5990 0.5089 0.3451 -0.609
S 2.3405 -1.3408 0.5699 0.168
H 1.1603 -0.4722 -1.1295 0.274
H -3.1192 -1.4739 0.4588 0.178
H 2.4328 2.4773 -0.9864 0.228
H 3.0652 0.9283 -0.5679 0.216
H 3.0511 2.0799 0.6634 0.243
H 0.4799 1.5448 -0.9591 0.213
H 0.6404 1.5125 0.8252 0.220
H -1.0713 0.6709 -0.1240 0.444
H 0.6902 -2.5678 0.0884 0.433
H -1.1421 -2.8520 0.1287 0.429
H -4.5042 0.2331 0.3978 0.523
```

Computed properties:
lowest unoccupied orbital energy (alpha / beta)	-4.03 / -6.05	eV
orbital gap (alpha / beta)	9.7 / 4.8	eV
total charge	+1

=====

x | The following is a DFT calculation (ωB97M-V with the def2-TZVPD basis set) of the ion C5H11N2OS with charge +1.

The geometry in XYZ format:
```
20
Properties=species:S:1:pos:R:3:nbo_charge:R:1
C -2.5483 0.6016 0.0693 0.677
C -2.5427 -0.8491 0.5766 -0.634
C -0.1075 -0.3123 -0.5112 -0.045
C 2.1335 -1.0054 -0.1503 -0.456
C 1.6399 1.3517 0.0437 -0.408
N -1.2635 0.8998 -0.3832 -0.677
N 1.0996 -0.0147 0.2619 -0.411
O -3.4550 1.3537 0.0585 -0.508
S -0.9562 -1.7008 0.2587 0.250
H -2.9377 -0.7846 1.6016 0.277
H -3.2104 -1.5602 0.0759 0.271
H -0.0104 -0.3930 -1.6474 0.275
H 2.9829 -1.0186 0.4829 0.249
H 1.5651 -1.9672 -0.0862 0.235
H 2.6153 -1.0550 -1.2338 0.270
H 1.5971 1.4025 -1.0021 0.224
H 0.8744 1.9824 0.5910 0.243
H 2.5958 1.5540 0.5066 0.256
H -0.9777 1.8838 -0.7810 0.435
H 0.9057 -0.3686 1.2686 0.477
```

Computed properties:
lowest unoccupied orbital energy	-3.20	eV
orbital gap	10.6	eV
total charge	+1

=====

Pick x: it beats the second-best structure by 0.0522 hartree.

=====

w | The following is a DFT calculation (ωB97M-V with the def2-TZVPD basis set) of the ion C5H9N2S with charge +1.

The geometry in XYZ format:
```
17
Properties=species:S:1:pos:R:3:nbo_charge:R:1
C -1.2564 -0.1980 0.4108 -0.004
C -0.8274 1.0413 1.1638 0.203
C 0.8299 1.5964 -0.4811 -0.460
C 2.2058 1.2951 -0.1637 -0.163
C -0.8112 -2.1667 -0.8460 -0.452
N -0.4548 -0.8612 -0.3314 -0.305
N -0.0419 1.9172 0.6340 -0.384
S 2.7360 0.8293 1.3674 0.186
H -2.1286 -0.6941 0.7551 0.201
H -1.4799 1.1545 2.1154 0.265
H 0.8324 2.3600 -1.2438 0.272
H 0.3836 0.6446 -0.8335 0.332
H -1.8535 -2.2746 -0.9586 0.203
H -0.4717 -2.1699 -1.8355 0.233
H -0.2925 -2.9795 -0.3215 0.251
H 0.1133 2.6367 1.3113 0.433
H 3.9109 0.5010 0.7822 0.189
```

Computed properties:
lowest unoccupied orbital energy (alpha / beta)	-5.55 / -5.55	eV
orbital gap (alpha / beta)	6.8 / 6.8	eV
total charge	+1

=====

x | The following is a DFT calculation (ωB97M-V with the def2-TZVPD basis set) of the ion C5H9N2S with charge +1.

The geometry in XYZ format:
```
17
Properties=species:S:1:pos:R:3:nbo_charge:R:1
C 1.8178 -0.0711 0.0708 0.310
C -1.2349 0.7655 -1.1214 -0.467
C -0.8474 1.0590 0.3238 0.196
C -0.8954 -0.4067 -0.0965 -0.249
C -2.0097 -1.3102 0.5175 -0.641
N 1.4772 1.1806 0.3370 -0.683
N 3.0928 -0.3658 -0.0846 -0.755
S 0.6699 -1.2560 -0.3919 0.414
H -2.3631 0.9091 -1.2756 0.271
H -0.5406 1.1407 -1.8933 0.286
H -1.2745 1.6577 1.0969 0.240
H -2.1439 -2.2298 -0.0822 0.260
H -2.8708 -0.5791 0.8596 0.247
H -1.7106 -1.8807 1.4394 0.255
H 1.6630 2.0748 0.6876 0.448
H 3.6095 0.5465 -0.1422 0.425
H 3.5606 -1.2345 -0.2449 0.442
```

Computed properties:
lowest unoccupied orbital energy	-5.40	eV
orbital gap	8.3	eV
total charge	+1

=====

Pick x: it beats the second-best structure by 0.0205 hartree.

=====

w | The following is a DFT calculation (ωB97M-V with the def2-TZVPD basis set) of a cluster of 3 separate species, CH8N2O2 in total.

The geometry in XYZ format:
```
13
Properties=species:S:1:pos:R:3:nbo_charge:R:1
N -0.7998 1.1105 0.9618 -0.873
C -0.5119 -0.2158 1.5347 0.358
N 0.4961 -0.9618 1.2112 -0.823
H 0.0304 1.5771 0.5806 0.412
H -1.6875 1.4685 0.6173 0.410
H -1.3532 -0.6287 2.1444 0.172
H 1.4415 -0.4884 1.1097 0.379
H 0.3236 0.4297 -1.4743 0.519
H 1.6442 1.4425 -1.6843 0.480
O 0.7175 1.3585 -1.5357 -1.008
H -0.6504 -2.1008 -1.5545 0.470
H 0.1723 -1.4041 -0.4372 0.490
O 0.1772 -1.5874 -1.4737 -0.986
```

Computed properties:
lowest unoccupied orbital energy	0.79	eV
orbital gap	10.2	eV
total charge	0

=====

x | The following is a DFT calculation (ωB97M-V with the def2-TZVPD basis set) of a cluster of 3 separate species, CH8N2O2 in total.

The geometry in XYZ format:
```
13
Properties=species:S:1:pos:R:3:nbo_charge:R:1
N 2.2244 0.7276 -0.6028 -0.835
C 2.7542 0.6152 0.6651 0.289
N 3.9159 0.9105 1.0625 -0.699
H 2.6196 1.4097 -1.2285 0.378
H 1.2235 0.6401 -0.6860 0.396
H 2.0311 0.1771 1.3476 0.149
H 4.4804 1.2965 0.3014 0.319
H -1.3002 0.4687 0.2277 0.469
H -1.6468 1.6160 -0.6945 0.474
O -1.0634 1.3874 0.0423 -0.940
H -5.5665 -3.6883 -0.2597 0.470
H -4.6206 -2.6507 0.3260 0.466
O -5.0516 -2.9098 -0.5010 -0.936
```

Computed properties:
lowest unoccupied orbital energy	0.28	eV
orbital gap	9.5	eV
total charge	0

=====

Pick x: it beats the second-best structure by 0.0317 hartree.

=====

w | The following is a DFT calculation (ωB97M-V with the def2-TZVPD basis set) of an isolated molecule of C26H28N2O6.

The geometry in XYZ format:
```
62
Properties=species:S:1:pos:R:3:nbo_charge:R:1
C 3.6847 1.7382 2.9552 -0.615
C 4.5554 1.2949 4.1239 -0.399
C 4.5257 -0.2235 4.3168 -0.219
N 3.2031 -0.7012 4.6874 -0.442
C 2.4577 -1.2944 3.7347 0.675
O 2.8508 -1.4956 2.6037 -0.630
C 1.0341 -1.7243 4.1289 -0.173
H 0.5494 -0.9649 4.7488 0.207
H 1.0476 -2.6876 4.6386 0.224
O 0.2869 -1.9116 2.9406 -0.490
C 0.1307 -0.7969 2.2135 0.800
O 0.4280 0.3010 2.6174 -0.596
C -0.4778 -1.0561 0.8832 -0.150
C -0.7418 -2.3535 0.4502 -0.136
C -1.2943 -2.5900 -0.8026 -0.179
C -1.5683 -1.4986 -1.6017 -0.115
C -1.2991 -0.1966 -1.1726 -0.070
C -0.7535 0.0468 0.0675 -0.132
H -0.5340 1.0448 0.4137 0.253
C -1.6954 0.7384 -2.2555 0.670
O -1.6413 1.9395 -2.2747 -0.534
N -2.1794 -0.0706 -3.2859 -0.497
C -2.1404 -1.4277 -2.9697 0.684
O -2.4950 -2.3288 -3.6842 -0.537
C -2.6561 0.4359 -4.5211 0.167
C -1.9679 1.4518 -5.1662 -0.188
C -2.4300 1.9557 -6.3690 -0.306
C -3.5851 1.4376 -6.9468 0.310
C -4.2679 0.4091 -6.2922 -0.240
C -3.8143 -0.0846 -5.0899 -0.207
H -4.3501 -0.8781 -4.5946 0.232
H -5.1614 0.0158 -6.7499 0.225
O -4.1242 1.8511 -8.1205 -0.496
C -3.4893 2.8885 -8.8431 -0.063
C -4.3056 3.1395 -10.1013 -0.617
H -4.3524 2.2336 -10.6992 0.214
H -3.8483 3.9317 -10.6871 0.213
H -5.3177 3.4305 -9.8344 0.214
H -3.4438 3.8005 -8.2318 0.172
H -2.4653 2.5909 -9.1085 0.172
H -1.8761 2.7488 -6.8450 0.221
H -1.0714 1.8596 -4.7273 0.229
H -1.5010 -3.5909 -1.1480 0.237
H -0.5038 -3.1784 1.1029 0.238
C 2.8075 -0.5307 6.0694 -0.212
C 2.8485 -1.8346 6.8484 -0.250
C 1.5967 -2.4747 7.3684 -0.422
C 2.5514 -1.8196 8.3181 -0.417
H 3.1414 -2.4421 8.9725 0.220
H 2.2579 -0.8804 8.7616 0.213
H 1.5290 -3.5519 7.3691 0.220
H 0.6539 -1.9818 7.1862 0.211
H 3.6383 -2.4970 6.5146 0.223
H 1.8143 -0.0774 6.1396 0.204
H 3.5162 0.1723 6.5156 0.216
H 4.7902 -0.7129 3.3775 0.241
H 5.2377 -0.5257 5.0908 0.191
H 4.2219 1.7907 5.0390 0.189
H 5.5912 1.5908 3.9451 0.205
H 4.0242 1.2721 2.0337 0.211
H 2.6465 1.4542 3.1092 0.224
H 3.7313 2.8181 2.8369 0.207
```

Computed properties:
lowest unoccupied orbital energy	-0.60	eV
orbital gap	7.7	eV
total charge	0

=====

x | The following is a DFT calculation (ωB97M-V with the def2-TZVPD basis set) of an isolated molecule of C26H28N2O6.

The geometry in XYZ format:
```
62
Properties=species:S:1:pos:R:3:nbo_charge:R:1
C -3.6791 -4.2737 -1.1947 -0.597
C -3.0117 -3.1810 -0.3686 -0.404
C -2.0820 -2.3306 -1.2335 -0.384
H -1.3510 -2.9712 -1.7285 0.225
H -2.6777 -1.8239 -1.9952 0.210
C -1.3283 -1.2609 -0.4376 0.048
N -2.2524 -0.3339 0.1890 -0.631
H -2.6228 -0.6949 1.0601 0.386
C -1.6237 0.9630 0.3861 -0.057
C -2.6289 2.0862 0.3529 0.009
C -2.2972 3.3190 0.8972 -0.212
C -3.1910 4.3720 0.8457 -0.279
C -4.4348 4.2027 0.2485 0.296
C -4.7688 2.9694 -0.3025 -0.256
C -3.8681 1.9248 -0.2522 -0.221
H -4.1200 0.9664 -0.6776 0.230
H -5.7360 2.8534 -0.7649 0.221
O -5.3475 5.2094 0.1793 -0.665
H -4.9913 6.0024 0.5978 0.479
H -2.9250 5.3303 1.2722 0.205
H -1.3287 3.4571 1.3543 0.227
H -1.0643 1.0150 1.3331 0.213
C -0.6196 1.0629 -0.7906 -0.323
C 0.7622 1.4372 -0.3071 0.731
O 1.0805 2.4409 0.2700 -0.565
N 1.6246 0.3984 -0.6355 -0.513
C 1.0021 -0.6511 -1.2920 0.708
O 1.5605 -1.6204 -1.7306 -0.553
C -0.4797 -0.3408 -1.3639 -0.304
H -0.8292 -0.4375 -2.3923 0.256
C 3.0034 0.4000 -0.2982 0.202
C 3.7362 1.5706 -0.4251 -0.189
C 5.0819 1.5850 -0.0707 -0.165
C 5.6820 0.4105 0.3826 -0.146
C 4.9472 -0.7532 0.4977 -0.214
C 3.6032 -0.7638 0.1679 -0.188
H 3.0245 -1.6679 0.2616 0.226
H 5.4165 -1.6579 0.8530 0.218
H 6.7290 0.4383 0.6440 0.237
C 5.9223 2.8125 -0.1494 0.578
O 7.1230 2.7593 -0.0092 -0.534
C 5.2039 4.1141 -0.3951 -0.720
H 4.3818 4.2344 0.3062 0.235
H 5.9054 4.9374 -0.2870 0.240
H 4.8018 4.1248 -1.4065 0.232
H 3.2508 2.4577 -0.7946 0.234
H -0.9658 1.7967 -1.5208 0.257
C -0.3739 -1.8817 0.5988 0.790
O -0.0448 -1.3029 1.6064 -0.618
O 0.0505 -3.0852 0.2498 -0.505
C 0.9650 -3.7576 1.1196 -0.083
C 0.2301 -4.7584 1.9986 -0.629
H 0.9464 -5.3025 2.6071 0.221
H -0.4659 -4.2408 2.6551 0.216
H -0.3220 -5.4646 1.3832 0.213
H 1.6758 -4.2592 0.4590 0.197
H 1.4806 -3.0143 1.7368 0.205
H -2.4443 -3.6404 0.4423 0.197
H -3.7781 -2.5414 0.0723 0.200
H -4.3433 -4.8694 -0.5734 0.210
H -2.9311 -4.9326 -1.6296 0.203
H -4.2634 -3.8383 -2.0020 0.203
```

Computed properties:
lowest unoccupied orbital energy	0.30	eV
orbital gap	8.8	eV
total charge	0

=====

Pick x: it beats the second-best structure by 0.0451 hartree.